24
Properties=species:S:1:pos:R:3:lowdin_charge:R:1 method="wB97M-V/def2-TZVPD" max_force_ha_per_bohr=0.05313 e_homo_ev=-8.29 homo_lumo_gap_ev=9.18 total_energy_ha=-426.54052 lumo_ha=0.03268
C -1.20 1.84 -2.64 -0.0758
C -0.33 0.95 -1.81 -0.2813
C 1.04 1.11 -1.69 -0.0466
C 1.79 0.18 -0.96 -0.0285
C 1.17 -0.77 -0.19 -0.3345
O 1.79 -1.70 0.60 0.0452
C -0.22 -0.86 -0.25 -0.0442
C -0.98 -0.11 -1.09 -0.0248
H -0.75 2.22 -3.56 0.0756
H -1.40 2.68 -1.95 0.0902
H -2.22 1.56 -2.94 0.0764
H 1.54 1.99 -2.05 0.1116
H 2.84 0.31 -1.01 0.1004
H 2.72 -1.67 0.36 0.1045
H -0.54 -1.66 0.41 0.1171
H -2.03 -0.29 -1.29 0.1090
C -0.58 0.10 3.24 -0.1883
C -1.80 -0.75 3.29 -0.2079
H 0.32 -0.52 3.36 0.0738
H -0.67 0.81 2.39 0.0768
H -0.62 0.71 4.14 0.0538
H -2.03 -1.30 2.37 0.0489
H -2.71 -0.16 3.49 0.0626
H -1.86 -1.40 4.23 0.0859


24
Properties=species:S:1:pos:R:3:lowdin_charge:R:1 method="wB97M-V/def2-TZVPD" max_force_ha_per_bohr=0.06311 e_homo_ev=-8.39 homo_lumo_gap_ev=9.29 total_energy_ha=-426.55986 lumo_ha=0.03297
C 1.38 -1.88 1.35 -0.0522
C 1.50 -0.76 0.32 -0.2850
C 0.58 0.29 0.34 -0.0324
C 0.70 1.31 -0.60 -0.0178
C 1.71 1.30 -1.52 -0.3450
O 1.82 2.29 -2.43 0.0494
C 2.62 0.26 -1.55 -0.0226
C 2.50 -0.78 -0.62 -0.0553
H 1.60 -2.83 0.84 0.0781
H 0.41 -1.92 1.80 0.0559
H 2.13 -1.76 2.15 0.0866
H -0.16 0.29 1.10 0.0909
H -0.01 2.09 -0.59 0.1036
H 2.60 2.20 -3.00 0.1073
H 3.41 0.20 -2.31 0.1174
H 3.25 -1.58 -0.63 0.1164
C -3.02 0.88 0.78 -0.1634
C -3.51 -0.54 0.54 -0.1568
H -3.81 1.50 0.65 0.0230
H -2.60 0.96 1.81 0.0800
H -2.20 1.15 0.10 0.0479
H -2.69 -1.25 0.68 0.0609
H -3.91 -0.66 -0.44 0.0468
H -4.32 -0.74 1.25 0.0662


24
Properties=species:S:1:pos:R:3:lowdin_charge:R:1 method="wB97M-V/def2-TZVPD" max_force_ha_per_bohr=0.03505 e_homo_ev=-8.52 homo_lumo_gap_ev=9.38 total_energy_ha=-426.53991 lumo_ha=0.03157
C 0.00 -3.24 -0.25 -0.0635
C -0.39 -1.81 -0.49 -0.3029
C -1.71 -1.43 -0.45 -0.0465
C -2.01 -0.09 -0.67 -0.0139
C -1.03 0.84 -0.94 -0.3309
O -1.43 2.11 -1.23 0.0354
C 0.32 0.45 -1.01 -0.0212
C 0.62 -0.87 -0.71 -0.0434
H 0.97 -3.52 -0.66 0.0718
H -0.59 -3.92 -0.88 0.0816
H -0.10 -3.45 0.82 0.0824
H -2.46 -2.21 -0.39 0.1156
H -3.05 0.14 -0.85 0.1146
H -1.07 2.89 -0.81 0.0983
H 1.04 1.16 -1.37 0.1093
H 1.64 -1.20 -0.58 0.1066
C 2.59 1.22 2.81 -0.1625
C 1.86 2.10 1.76 -0.1645
H 2.02 0.39 3.22 0.0525
H 3.52 0.79 2.46 0.0558
H 2.65 1.88 3.69 0.0619
H 0.79 1.95 1.83 0.0581
H 2.06 3.15 2.02 0.0544
H 2.30 1.92 0.78 0.0512


Copy entry 2 word for word.
24
Properties=species:S:1:pos:R:3:lowdin_charge:R:1 method="wB97M-V/def2-TZVPD" max_force_ha_per_bohr=0.06311 e_homo_ev=-8.39 homo_lumo_gap_ev=9.29 total_energy_ha=-426.55986 lumo_ha=0.03297
C 1.38 -1.88 1.35 -0.0522
C 1.50 -0.76 0.32 -0.2850
C 0.58 0.29 0.34 -0.0324
C 0.70 1.31 -0.60 -0.0178
C 1.71 1.30 -1.52 -0.3450
O 1.82 2.29 -2.43 0.0494
C 2.62 0.26 -1.55 -0.0226
C 2.50 -0.78 -0.62 -0.0553
H 1.60 -2.83 0.84 0.0781
H 0.41 -1.92 1.80 0.0559
H 2.13 -1.76 2.15 0.0866
H -0.16 0.29 1.10 0.0909
H -0.01 2.09 -0.59 0.1036
H 2.60 2.20 -3.00 0.1073
H 3.41 0.20 -2.31 0.1174
H 3.25 -1.58 -0.63 0.1164
C -3.02 0.88 0.78 -0.1634
C -3.51 -0.54 0.54 -0.1568
H -3.81 1.50 0.65 0.0230
H -2.60 0.96 1.81 0.0800
H -2.20 1.15 0.10 0.0479
H -2.69 -1.25 0.68 0.0609
H -3.91 -0.66 -0.44 0.0468
H -4.32 -0.74 1.25 0.0662